Entry 1:
{
  "formula": "C24H50INNbO6S",
  "method": "ωB97M-V/def2-TZVPD",
  "e_tot_ha": -2203.477613,
  "multiplicity": 1,
  "charge": -1,
  "e_lumo_ev": 2.36,
  "e_homo_ev": -5.2,
  "molar_mass_g_mol": 700.54,
  "symbols": ["C", "C", "Nb", "S", "C", "C", "C", "I", "C", "C", "C", "C", "O", "C", "C", "N", "C", "C", "C", "O", "O", "C", "C", "C", "C", "C", "C", "H", "H", "H", "H", "H", "H", "H", "H", "H", "H", "H", "H", "H", "H", "H", "H", "H", "H", "H", "H", "H", "H", "H", "H", "H", "H", "H", "H", "H", "H", "H", "H", "H", "H", "H", "H", "H", "H", "H", "H", "H", "H", "C", "C", "O", "C", "O", "O", "C", "H", "H", "H", "H", "H", "H", "H", "H"],
  "positions_angstrom": [[1.9271, -3.6203, 1.5929], [1.2459, -2.6383, 1.3735], [0.0849, -0.7418, 0.9883], [0.4824, -1.2559, -1.4450], [0.0288, -0.5997, 3.2236], [-0.5278, 0.7241, 3.7609], [0.3189, 1.2349, 4.9423], [-0.8572, 2.1365, 6.4953], [2.0215, 0.4070, 1.2318], [2.9554, 0.5961, 0.0375], [3.9815, 1.7043, 0.3654], [3.7260, -0.6851, -0.3189], [-0.9670, 0.9092, 0.5873], [-0.7453, 1.6364, -0.5938], [-1.2449, 3.0636, -0.4485], [-2.6771, 3.1356, -0.1308], [-3.0623, 4.3935, 0.5243], [-3.5220, 4.1930, 1.9730], [-2.3695, 3.8638, 2.8973], [-4.4774, 3.1479, 2.0731], [-1.6047, -1.8513, 1.0907], [-2.6648, -1.5307, 0.2316], [-3.8203, -0.7255, 0.8721], [-3.8288, -0.8091, 2.3924], [-5.1399, -1.1467, 0.1858], [-6.0458, 0.0752, -0.0507], [-5.8934, -2.2549, 0.9004], [2.6369, -4.4054, 1.5513], [1.2640, -2.3363, -1.4839], [1.0514, -0.7460, 3.5621], [-0.5252, -1.4474, 3.6113], [-0.5295, 1.5129, 3.0222], [-1.5244, 0.5466, 4.1377], [0.9688, 2.0327, 4.6092], [0.9511, 0.4668, 5.3601], [1.7471, 1.3861, 1.6358], [2.6036, -0.0871, 2.0091], [2.4454, 0.9390, -0.8579], [4.6973, 1.3097, 1.0810], [4.5412, 2.0091, -0.5174], [3.4957, 2.5675, 0.8054], [4.7860, -0.5583, -0.1243], [3.6392, -0.8833, -1.3839], [3.3464, -1.5593, 0.1941], [0.3147, 1.7002, -0.8444], [-1.2514, 1.1764, -1.4464], [-0.6422, 3.5365, 0.3192], [-1.0187, 3.5801, -1.3887], [-3.1390, 3.1442, -1.0273], [-2.2512, 5.1191, 0.5256], [-3.9162, 4.8057, -0.0127], [-3.9993, 5.1211, 2.2967], [-2.7060, 3.2393, 3.7148], [-1.9277, 4.7641, 3.3088], [-1.5948, 3.3447, 2.3473], [-5.0288, 3.1910, 1.2893], [-2.3450, -0.9989, -0.6664], [-3.0816, -2.4789, -0.1223], [-3.6570, 0.3139, 0.6110], [-3.3076, -1.6801, 2.7682], [-3.3705, 0.0851, 2.7920], [-4.8347, -0.8254, 2.7991], [-4.8777, -1.5312, -0.7978], [-7.0910, -0.2155, -0.0820], [-5.8782, 0.8043, 0.7297], [-5.7668, 0.5363, -0.9922], [-6.6477, -2.6714, 0.2398], [-5.2244, -3.0660, 1.1700], [-6.3758, -1.8844, 1.7958], [7.7677, -2.7431, -6.7005], [7.5726, -2.6665, -5.2012], [6.3053, -2.0966, -4.8580], [5.2633, -2.9247, -4.9572], [5.3151, -4.0832, -5.2807], [4.1707, -2.2518, -4.6258], [2.9539, -3.0004, -4.7204], [7.6203, -1.7619, -7.1532], [8.7745, -3.0908, -6.9337], [7.0534, -3.4306, -7.1508], [8.3110, -2.0024, -4.7557], [7.6753, -3.6453, -4.7340], [3.0233, -3.9308, -4.1628], [2.7232, -3.2071, -5.7646], [2.1698, -2.3841, -4.2923]],
  "forces_ev_per_angstrom": [[0.1, 0.2, -0.5], [-0.2, 0.4, 0.0], [-2.1, -0.2, 0.5], [0.0, 0.1, -0.2], [0.7, -0.3, -0.5], [0.5, -0.3, 0.8], [0.0, 0.2, -0.7], [0.1, 0.0, 0.1], [-0.3, -0.4, -0.2], [0.8, 0.5, 0.3], [-0.1, -0.4, -0.1], [-0.2, 0.2, -0.5], [1.3, -1.3, -0.5], [-0.4, 0.8, 0.1], [0.1, -0.4, -0.1], [0.5, 0.7, -0.2], [-0.4, -0.6, 0.3], [0.1, -0.1, 0.0], [0.0, 0.0, -0.2], [0.0, 0.0, 0.1], [0.9, 1.2, 0.1], [-0.5, -0.6, 0.3], [0.1, -0.2, -0.3], [-0.3, 0.2, 0.1], [-0.1, 0.4, 0.0], [0.4, -0.5, 0.0], [0.2, -0.1, -0.2], [0.0, -0.3, 0.3], [0.1, -0.1, 0.2], [0.2, 0.0, 0.0], [-0.2, -0.2, 0.0], [-0.3, 0.1, -0.2], [-0.5, 0.1, -0.3], [0.2, 0.2, 0.0], [-0.2, -0.2, 0.5], [-0.1, 0.2, 0.1], [0.1, -0.1, 0.2], [-0.5, -0.1, -0.1], [0.1, 0.1, 0.3], [0.1, 0.1, -0.2], [-0.1, 0.3, 0.0], [0.2, -0.1, 0.2], [0.0, -0.1, -0.2], [0.0, -0.1, 0.2], [0.2, -0.1, -0.1], [-0.1, -0.3, 0.0], [-0.1, 0.2, 0.3], [0.1, 0.2, -0.1], [-0.2, -0.3, 0.0], [0.1, 0.3, -0.1], [0.0, 0.3, -0.2], [0.0, 0.3, 0.0], [0.0, -0.1, 0.2], [0.1, 0.2, 0.1], [0.1, -0.4, 0.0], [-0.1, -0.2, -0.1], [0.2, 0.1, -0.2], [0.0, -0.2, 0.0], [0.1, 0.3, 0.0], [0.2, -0.2, 0.0], [0.3, 0.1, 0.2], [-0.3, 0.0, 0.0], [0.1, -0.1, -0.2], [-0.2, 0.1, -0.1], [-0.2, 0.2, 0.4], [-0.1, 0.2, -0.2], [-0.3, 0.0, -0.1], [0.1, -0.2, 0.2], [-0.2, 0.0, 0.2], [-0.2, 0.0, -0.1], [0.3, -0.1, 0.0], [0.0, 0.1, 0.0], [0.0, 0.1, 0.1], [0.0, -0.1, -0.1], [-0.1, 0.0, 0.0], [-0.3, 0.0, 0.0], [0.1, 0.0, 0.0], [0.0, 0.0, 0.0], [0.0, -0.1, 0.0], [-0.1, 0.1, 0.0], [-0.1, 0.0, 0.0], [0.1, 0.0, 0.0], [0.1, -0.1, 0.0], [0.1, 0.1, 0.1]],
  "lowdin_charge": [-0.079, -0.323, 1.635, 0.282, -0.318, -0.391, -0.646, 0.680, -0.327, -0.535, -0.111, -0.108, -0.393, -0.352, -0.218, -0.030, -0.191, -0.432, -0.037, -0.042, -0.426, -0.317, -0.317, -0.042, -0.401, -0.063, -0.086, -0.023, -0.261, 0.025, 0.046, 0.054, 0.052, 0.027, 0.033, 0.039, 0.046, 0.073, 0.066, 0.066, 0.058, 0.061, 0.053, 0.034, 0.081, 0.095, 0.109, 0.116, 0.102, 0.115, 0.112, 0.127, 0.063, 0.079, 0.054, 0.071, 0.068, 0.112, 0.106, 0.079, 0.064, 0.066, 0.120, 0.066, 0.062, 0.071, 0.071, 0.081, 0.068, -0.069, -0.219, 0.037, -0.616, 0.117, 0.013, -0.028, 0.080, 0.076, 0.074, 0.121, 0.122, 0.098, 0.096, 0.082]
}

=====

Entry 2:
{
  "formula": "C24H50N2O12",
  "method": "ωB97M-V/def2-TZVPD",
  "e_tot_ha": -1956.710428,
  "multiplicity": 1,
  "e_lumo_ev": -0.41,
  "e_homo_ev": -8.9,
  "smiles": "CCNC1=C(N)C(=O)OC1=O.COCCOCCOC.COCCOCCOC.COCCOCCOC",
  "molar_mass_g_mol": 558.67,
  "symbols": ["C", "C", "N", "C", "C", "N", "C", "O", "O", "C", "O", "H", "H", "H", "H", "H", "H", "H", "H", "C", "O", "C", "C", "O", "C", "C", "O", "C", "H", "H", "H", "H", "H", "H", "H", "H", "H", "H", "H", "H", "H", "H", "C", "O", "C", "C", "O", "C", "C", "O", "C", "H", "H", "H", "H", "H", "H", "H", "H", "H", "H", "H", "H", "H", "H", "C", "O", "C", "C", "O", "C", "C", "O", "C", "H", "H", "H", "H", "H", "H", "H", "H", "H", "H", "H", "H", "H", "H"],
  "positions_angstrom": [[3.1911, 5.1329, 0.1688], [2.3448, 6.0874, -0.6616], [1.1241, 5.4751, -1.2110], [0.2144, 4.9782, -0.3161], [-0.3373, 5.4983, 0.7970], [-0.1166, 6.7067, 1.4376], [-1.2820, 4.5032, 1.3347], [-1.9918, 4.5847, 2.2840], [-1.2431, 3.3631, 0.5407], [-0.3629, 3.6260, -0.4934], [-0.1246, 2.8217, -1.3388], [3.6397, 4.3560, -0.4549], [3.9986, 5.6750, 0.6646], [2.5958, 4.6480, 0.9466], [2.0515, 6.9535, -0.0653], [2.9147, 6.4604, -1.5134], [1.3420, 4.7648, -1.9023], [-0.2502, 7.5161, 0.8453], [-0.6963, 6.7843, 2.2653], [-2.1444, 0.8075, 2.6529], [-3.5488, 0.7212, 2.7055], [-4.1738, 1.6277, 1.8147], [-5.6094, 1.2264, 1.5716], [-5.7512, 0.1333, 0.6777], [-5.5862, -1.1589, 1.2343], [-6.8226, -1.6850, 1.9263], [-6.9652, -1.1075, 3.2092], [-8.2475, -1.3153, 3.7493], [-1.7918, 1.8059, 2.9351], [-1.7467, 0.0762, 3.3551], [-1.7727, 0.5793, 1.6470], [-3.6366, 1.6468, 0.8577], [-4.1490, 2.6419, 2.2359], [-6.1071, 2.0657, 1.0809], [-6.1136, 1.0287, 2.5208], [-4.7320, -1.1918, 1.9149], [-5.3819, -1.8146, 0.3851], [-6.7406, -2.7781, 2.0164], [-7.7030, -1.4589, 1.3099], [-9.0237, -0.8690, 3.1165], [-8.2703, -0.8414, 4.7286], [-8.4674, -2.3835, 3.8669], [6.2484, -3.2110, 2.2962], [5.2573, -2.2205, 2.1618], [5.5719, -1.0396, 2.8732], [4.7288, 0.1169, 2.3884], [5.1630, 0.6569, 1.1510], [4.7333, -0.0262, -0.0159], [3.3227, 0.3162, -0.4338], [2.3809, -0.3667, 0.3704], [1.0873, 0.1770, 0.2296], [6.3787, -3.5122, 3.3426], [5.9258, -4.0755, 1.7194], [7.2141, -2.8629, 1.9116], [6.6332, -0.7905, 2.7433], [5.3844, -1.1886, 3.9465], [4.8361, 0.9278, 3.1121], [3.6772, -0.1766, 2.3453], [4.8387, -1.1079, 0.0977], [5.4049, 0.3085, -0.8091], [3.1845, 0.0393, -1.4896], [3.1743, 1.4017, -0.3472], [1.0609, 1.2239, 0.5511], [0.4124, -0.4049, 0.8550], [0.7460, 0.1281, -0.8094], [2.1724, -5.0790, -1.0835], [1.2063, -4.3956, -1.8462], [1.3185, -2.9899, -1.7178], [0.6087, -2.2954, -2.8559], [1.3385, -2.3132, -4.0731], [1.2183, -3.4863, -4.8586], [-0.0340, -3.5244, -5.7042], [-1.1554, -3.8846, -4.9225], [-2.3725, -3.6174, -5.5770], [2.0757, -4.8541, -0.0146], [2.0148, -6.1452, -1.2361], [3.1885, -4.8170, -1.4016], [2.3742, -2.6896, -1.7135], [0.8738, -2.6666, -0.7666], [0.5139, -1.2400, -2.5934], [-0.3934, -2.7104, -2.9875], [1.2820, -4.3858, -4.2412], [2.0732, -3.4669, -5.5380], [0.1064, -4.2549, -6.5145], [-0.1903, -2.5371, -6.1588], [-2.4776, -2.5497, -5.8022], [-3.1760, -3.9211, -4.9091], [-2.4579, -4.1807, -6.5143]],
  "forces_ev_per_angstrom": [[0.0, 0.0, 0.0], [-0.1, 0.2, 0.0], [0.3, -0.3, 0.0], [-0.3, 0.1, 0.1], [0.2, 0.0, -0.1], [-0.3, 0.0, 0.1], [0.2, -0.2, -0.1], [-0.2, 0.1, 0.3], [0.0, 0.3, -0.1], [-0.1, -0.2, 0.1], [0.1, 0.1, -0.1], [0.0, 0.0, 0.0], [0.0, 0.0, 0.0], [0.0, 0.1, 0.0], [0.0, -0.1, 0.0], [0.0, 0.0, 0.0], [-0.1, 0.1, -0.1], [0.1, 0.0, 0.0], [0.0, 0.0, 0.0], [0.0, 0.0, 0.1], [0.0, -0.1, -0.1], [0.0, 0.0, 0.0], [0.0, 0.1, 0.0], [0.0, 0.0, 0.0], [0.0, -0.1, 0.0], [0.0, 0.0, 0.0], [0.0, 0.1, -0.1], [0.0, 0.0, 0.1], [0.0, 0.0, 0.0], [0.0, 0.0, 0.0], [0.0, 0.0, 0.0], [0.0, 0.0, 0.0], [0.0, 0.0, 0.0], [0.0, 0.0, 0.0], [0.0, 0.0, 0.0], [0.0, 0.0, 0.0], [0.0, 0.0, 0.0], [0.0, 0.0, 0.0], [0.0, 0.0, 0.0], [0.0, 0.0, 0.0], [0.0, 0.0, 0.0], [0.0, 0.0, 0.0], [0.0, -0.1, 0.1], [0.0, 0.1, -0.1], [0.0, 0.0, 0.0], [0.0, 0.0, 0.1], [0.0, 0.0, 0.0], [0.0, 0.0, -0.1], [0.0, 0.0, 0.0], [0.0, 0.1, 0.1], [0.0, -0.1, 0.0], [0.0, 0.0, 0.0], [0.0, 0.0, 0.0], [0.0, 0.0, 0.0], [0.0, 0.0, 0.0], [0.0, 0.0, 0.0], [0.0, 0.0, 0.0], [0.0, 0.0, 0.0], [0.0, 0.0, 0.0], [0.0, 0.0, 0.0], [0.0, 0.0, 0.0], [0.0, 0.0, 0.0], [0.0, 0.0, 0.0], [0.0, 0.0, 0.0], [0.0, 0.1, 0.0], [-0.1, 0.0, 0.1], [0.1, 0.0, -0.1], [0.0, 0.0, 0.1], [0.0, 0.0, 0.1], [0.0, 0.0, 0.0], [0.0, -0.1, 0.0], [0.0, 0.0, 0.0], [0.0, 0.1, 0.0], [0.0, -0.1, 0.0], [0.0, 0.0, 0.0], [0.0, 0.0, 0.0], [0.0, 0.0, 0.0], [0.0, 0.0, 0.0], [0.1, 0.0, 0.0], [0.0, 0.0, 0.0], [0.0, 0.0, 0.0], [0.0, 0.0, 0.0], [0.0, 0.0, 0.0], [0.0, 0.0, 0.0], [0.0, 0.0, 0.0], [0.0, 0.0, 0.0], [0.0, 0.0, 0.0], [0.0, 0.0, 0.0]],
  "lowdin_charge": [-0.077, -0.237, 0.051, -0.164, -0.183, 0.138, -0.384, 0.167, 0.123, -0.378, 0.167, 0.072, 0.077, 0.073, 0.099, 0.114, 0.131, 0.107, 0.098, -0.106, -0.185, -0.206, -0.182, -0.124, -0.187, -0.214, -0.193, -0.116, 0.080, 0.090, 0.078, 0.126, 0.124, 0.127, 0.123, 0.124, 0.127, 0.127, 0.128, 0.088, 0.087, 0.087, -0.113, -0.195, -0.212, -0.185, -0.126, -0.181, -0.204, -0.195, -0.105, 0.088, 0.086, 0.089, 0.128, 0.128, 0.127, 0.123, 0.123, 0.128, 0.130, 0.122, 0.080, 0.086, 0.075, -0.111, -0.190, -0.207, -0.176, -0.123, -0.187, -0.214, -0.194, -0.114, 0.089, 0.086, 0.088, 0.125, 0.124, 0.113, 0.127, 0.124, 0.127, 0.127, 0.128, 0.089, 0.087, 0.087]
}

=====

HOMO-LUMO gap (eV)
7.57; 8.45